Computed, not measured: a 12-piece molecular cluster, C22H68N10O12 overall in a non-equilibrium geometry, with ωB97M-V with the def2-TZVPD basis set.

The geometry in ORCA input format:
```
! wB97M-V def2-TZVPD RIJCOSX def2/J DEFGRID3
* xyz 0 1
N 2.122 3.985 3.140
C 1.239 3.169 3.597
N 0.407 2.637 2.785
O 1.051 2.901 4.943
H 2.716 4.571 3.725
H 2.200 3.967 2.089
H -0.361 2.046 3.102
H 0.342 3.071 1.792
N -0.496 0.882 5.714
C -1.303 0.430 4.857
N -2.091 -0.442 5.481
O -1.298 0.747 3.518
H 0.257 1.608 5.446
H -0.220 0.297 6.531
H -2.904 -0.740 4.863
H -2.298 -0.269 6.466
N -3.945 -3.025 -2.656
C -2.843 -2.583 -2.200
N -2.492 -1.361 -2.416
O -2.058 -3.481 -1.467
H -4.100 -3.964 -2.372
H -4.554 -2.436 -3.209
H -1.581 -1.098 -1.959
H -3.160 -0.644 -2.826
N 1.752 2.220 -0.692
C 1.707 3.340 -0.036
N 0.580 3.701 0.289
O 2.778 3.988 0.457
H 2.707 1.817 -0.760
H 1.035 1.698 -1.118
H 0.573 4.748 0.560
H -0.352 3.305 -0.050
N -4.038 2.985 -4.458
C -2.988 3.510 -3.925
N -1.956 2.650 -4.060
O -2.967 4.569 -3.084
H -4.819 3.692 -4.569
H -3.994 2.221 -5.136
H -1.060 2.786 -3.587
H -1.811 1.750 -4.526
C 3.308 -0.387 -2.067
C 3.598 -0.781 -0.614
C 4.494 -2.026 -0.421
O 3.971 0.198 0.066
H 4.152 0.156 -2.538
H 2.427 0.259 -2.189
H 3.171 -1.305 -2.713
H 2.615 -0.985 -0.178
H 5.476 -1.913 -0.911
H 4.053 -2.930 -0.852
H 4.739 -2.100 0.547
H 3.643 0.247 0.932
C 0.794 0.900 -4.440
C -0.028 -0.386 -4.476
C 0.415 -1.476 -3.455
O -1.190 -0.030 -4.247
H 0.550 1.621 -5.344
H 1.744 0.379 -4.400
H 0.690 1.376 -3.522
H 0.081 -0.990 -5.374
H 1.364 -1.862 -3.838
H -0.123 -2.374 -3.339
H 0.663 -1.027 -2.489
H -1.629 -0.615 -3.608
C -3.339 1.588 -0.685
C -2.924 3.015 -0.527
C -2.494 3.163 0.978
O -1.916 3.317 -1.188
H -2.925 0.861 0.062
H -3.038 1.304 -1.664
H -4.453 1.629 -0.669
H -3.785 3.675 -0.733
H -1.603 2.640 1.227
H -3.381 2.926 1.619
H -2.267 4.268 1.075
H -2.216 3.984 -1.846
C -0.096 -5.563 0.284
C 1.166 -4.925 0.111
C 1.181 -3.656 -0.672
O 1.688 -4.501 1.233
H -0.772 -5.290 -0.519
H -0.686 -5.299 1.178
H -0.075 -6.643 0.247
H 1.801 -5.660 -0.370
H 0.323 -3.048 -0.228
H 0.956 -3.992 -1.668
H 2.123 -3.240 -0.887
H 2.641 -4.637 1.063
C 1.857 -1.752 2.606
C 1.953 -0.271 2.996
C 3.059 0.076 4.084
O 2.102 0.421 1.999
H 1.233 -1.830 1.720
H 1.320 -2.273 3.351
H 2.836 -2.035 2.388
H 0.962 -0.014 3.433
H 3.080 1.123 4.426
H 4.034 -0.270 3.857
H 2.909 -0.479 4.952
H 1.924 1.351 2.165
C -1.970 -2.560 1.824
O -1.137 -2.216 2.851
H -1.281 -3.166 1.309
H -2.358 -1.761 1.210
H -2.878 -3.085 2.152
H -0.419 -1.658 2.524
C -0.464 -0.046 -0.106
O -0.637 0.694 -1.329
H 0.520 -0.580 -0.090
H -1.424 -0.625 -0.004
H -0.521 0.537 0.787
H -1.365 1.299 -1.302
*
```

Values from the calculation:
SMILES   NC(N)=O.NC(N)=O.NC(N)=O.NC(N)=O.NC(N)=O.CC(C)O.CC(C)O.CC(C)O.CC(C)O.CC(C)O.CO.CO
HOMO energy   -0.32093 Ha
Kohn-Sham gap   8.362 eV
Energy relative to the best compared isomer or geometry (same formula, charge and spin)   32.4 kcal per mole

=====

Computed, not measured: a 12-piece molecular cluster, C22H68O17 overall in a non-equilibrium geometry, with ωB97M-V with the def2-TZVPD basis set.

The geometry in ORCA input format:
```
! wB97M-V def2-TZVPD RIJCOSX def2/J DEFGRID3
* xyz 0 1
O 2.443 -4.724 -1.143
C 1.333 -4.252 -1.866
C 0.567 -5.572 -2.241
O 1.376 -6.291 -3.214
H 2.117 -4.877 -0.253
H 0.741 -3.606 -1.217
H 1.719 -3.668 -2.701
H -0.436 -5.270 -2.543
H 0.392 -6.272 -1.424
H 2.249 -6.388 -2.828
O -2.381 -0.534 4.993
C -1.789 0.632 4.442
C -2.429 1.891 5.151
O -3.725 2.183 4.705
H -1.674 -1.158 5.173
H -0.716 0.529 4.603
H -1.959 0.642 3.365
H -1.825 2.770 4.928
H -2.322 1.845 6.235
H -4.256 1.390 4.806
O -2.855 -0.138 0.586
C -3.766 0.577 -0.189
C -4.122 1.882 0.464
O -4.781 2.803 -0.329
H -3.345 -0.616 1.258
H -3.369 0.861 -1.164
H -4.653 0.000 -0.451
H -3.302 2.423 0.937
H -4.795 1.671 1.295
H -4.143 3.031 -1.010
O 3.677 -2.458 1.565
C 3.044 -1.483 2.433
C 4.206 -0.514 2.751
O 5.105 -1.102 3.622
H 3.514 -2.206 0.654
H 2.114 -1.063 2.051
H 2.638 -1.979 3.315
H 3.883 0.428 3.194
H 4.726 -0.356 1.806
H 5.557 -0.380 4.064
O -2.020 1.310 -3.995
C -1.375 2.134 -3.086
C -1.917 3.560 -3.113
O -3.189 3.710 -2.472
H -1.859 1.624 -4.888
H -1.399 1.672 -2.099
H -0.330 1.978 -3.354
H -2.119 3.895 -4.130
H -1.197 4.251 -2.675
H -3.853 3.619 -3.158
C 4.813 0.034 -1.278
C 3.778 -0.880 -1.833
O 3.627 -2.046 -1.039
H 4.564 0.328 -0.258
H 4.967 0.931 -1.878
H 5.781 -0.467 -1.306
H 4.088 -1.208 -2.825
H 2.806 -0.394 -1.924
H 3.687 -2.789 -1.645
C -0.280 -2.492 3.287
C 0.129 -3.068 4.624
O -0.335 -2.243 5.692
H -1.357 -2.402 3.149
H 0.098 -3.034 2.419
H 0.071 -1.461 3.244
H 1.204 -3.212 4.736
H -0.279 -4.065 4.790
H -0.289 -2.746 6.508
C 2.403 3.526 -1.698
C 1.357 2.801 -0.938
O 1.844 2.589 0.385
H 3.354 2.994 -1.741
H 2.433 4.543 -1.307
H 2.057 3.625 -2.726
H 1.040 1.870 -1.408
H 0.440 3.390 -0.930
H 1.191 2.040 0.825
C 0.935 -0.825 -4.876
C -0.080 -1.358 -3.865
O -0.266 -2.710 -4.155
H 1.911 -1.310 -4.872
H 1.118 0.232 -4.684
H 0.598 -0.939 -5.906
H -1.058 -0.884 -3.950
H 0.314 -1.393 -2.850
H -1.047 -2.937 -3.646
C -1.523 4.965 0.903
C -0.359 4.401 1.624
O -0.312 5.026 2.922
H -1.546 4.583 -0.118
H -1.429 6.013 0.619
H -2.500 4.821 1.364
H 0.595 4.578 1.128
H -0.503 3.337 1.814
H -0.337 5.963 2.716
C -2.756 -2.141 -2.028
O -2.467 -3.436 -2.393
H -2.932 -1.531 -2.914
H -3.608 -2.031 -1.357
H -1.925 -1.574 -1.610
H -3.168 -3.959 -1.998
C 0.109 -0.425 -0.211
O 0.079 0.488 0.849
H 1.159 -0.615 -0.433
H -0.403 -1.326 0.126
H -0.443 -0.067 -1.079
H -0.847 0.496 1.101
*
```

Values from the calculation:
SMILES   OCCO.OCCO.OCCO.OCCO.OCCO.CCO.CCO.CCO.CCO.CCO.CO.CO
HOMO energy   -0.34917 Ha
Kohn-Sham gap   9.587 eV
Energy relative to the best compared isomer or geometry (same formula, charge and spin)   39.1 kcal per mole

=====

Computed, not measured: C22H70BNaO22 as an isolated structure in a non-equilibrium geometry, with ωB97M-V with the def2-TZVPD basis set.

The geometry in ORCA input format:
```
! wB97M-V def2-TZVPD RIJCOSX def2/J DEFGRID3
* xyz 0 1
Na -0.854 0.236 0.152
B 0.298 -0.994 -1.840
H -0.380 -1.436 -2.553
H 0.159 -1.496 -0.895
H 1.302 -1.269 -2.121
H 0.129 0.069 -1.768
C -1.044 3.499 -0.102
C 0.372 3.813 -0.515
O 1.035 4.741 0.261
O -1.274 2.626 0.938
H -1.538 2.969 -0.916
H -1.666 4.393 -0.080
H 0.565 3.995 -1.573
H 0.834 2.826 -0.483
H 1.965 4.742 0.026
H -1.371 3.091 1.773
C -4.042 0.119 -0.097
C -3.782 -1.176 0.576
O -2.654 -1.034 1.488
O -3.006 0.282 -1.019
H -4.042 1.029 0.503
H -4.995 -0.046 -0.600
H -3.553 -1.937 -0.171
H -4.675 -1.504 1.110
H -2.485 -1.940 1.757
H -3.404 0.521 -1.859
C -0.630 6.179 4.412
C 0.053 4.798 4.530
O -0.266 3.991 3.462
O -1.998 6.044 4.642
H -0.495 6.684 3.456
H -0.094 6.921 5.004
H -0.150 4.444 5.541
H 1.116 5.005 4.412
H 0.464 3.368 3.465
H -2.412 5.685 3.853
C 2.318 -1.714 2.890
C 0.966 -1.210 2.557
O 1.019 -0.281 1.535
O 3.050 -0.945 3.819
H 2.997 -1.758 2.038
H 2.323 -2.769 3.161
H 0.544 -0.814 3.481
H 0.342 -2.026 2.194
H 1.584 0.380 1.943
H 3.995 -1.098 3.889
C -3.667 -0.454 5.953
C -3.855 -1.450 4.734
O -5.140 -1.420 4.184
O -3.861 0.878 5.618
H -2.634 -0.558 6.284
H -4.450 -0.736 6.657
H -3.775 -2.427 5.211
H -3.007 -1.362 4.055
H -5.837 -1.000 4.692
H -3.051 1.106 5.155
C -2.145 -0.310 -5.784
C -2.645 0.191 -4.401
O -3.993 -0.336 -4.048
O -0.845 0.019 -6.111
H -2.887 0.071 -6.485
H -2.252 -1.376 -5.985
H -2.651 1.272 -4.539
H -1.916 -0.075 -3.636
H -4.123 -1.115 -4.594
H -0.173 -0.253 -5.481
C 3.148 2.724 -3.719
C 3.694 4.051 -3.096
O 4.922 4.059 -2.411
O 2.627 1.831 -2.643
H 3.952 2.296 -4.319
H 2.342 2.959 -4.414
H 2.979 4.246 -2.297
H 3.618 4.888 -3.790
H 4.696 4.107 -1.479
H 2.044 1.172 -3.026
C -1.801 -4.192 2.757
C -2.340 -5.497 3.314
O -2.870 -5.206 4.620
O -2.595 -3.652 1.669
H -0.758 -4.206 2.441
H -1.774 -3.396 3.501
H -1.611 -6.291 3.481
H -3.187 -5.981 2.825
H -3.802 -5.010 4.500
H -2.467 -4.014 0.789
C 4.819 1.321 -0.207
C 4.965 0.719 1.153
O 5.069 1.846 2.016
O 3.749 2.281 -0.132
H 4.556 0.519 -0.897
H 5.752 1.740 -0.583
H 5.776 -0.006 1.223
H 4.036 0.213 1.415
H 4.462 2.353 1.471
H 3.250 1.982 -0.896
C 3.191 -1.504 -5.886
C 1.965 -1.630 -5.048
O 1.610 -0.520 -4.311
O 2.976 -0.528 -6.876
H 3.459 -2.378 -6.479
H 4.104 -1.175 -5.391
H 1.813 -2.544 -4.474
H 1.155 -1.589 -5.777
H 1.229 -0.815 -3.481
H 2.525 0.189 -6.424
C 1.180 -4.708 -1.332
C -0.252 -4.470 -1.576
O -0.907 -4.081 -0.369
O 1.972 -3.596 -1.113
H 1.534 -5.397 -2.099
H 1.328 -5.418 -0.518
H -0.632 -5.401 -1.995
H -0.401 -3.728 -2.361
H -0.325 -3.394 -0.036
H 1.508 -2.837 -1.473
*
```

Values from the calculation:
HOMO energy   -0.36377 Ha
Kohn-Sham gap   9.874 eV
Energy relative to the best compared isomer or geometry (same formula, charge and spin)   8.7 kcal per mole

=====

Computed, not measured: a 12-piece molecular cluster, C22H71BF4N5O11 overall in a non-equilibrium geometry, with ωB97M-V with the def2-TZVPD basis set.

The geometry in ORCA input format:
```
! wB97M-V def2-TZVPD RIJCOSX def2/J DEFGRID3
* xyz -1 1
B 0.678 0.525 3.308
F 0.029 1.701 3.537
F 1.227 0.485 2.005
F 1.799 0.462 4.260
F -0.185 -0.469 3.620
C 0.173 -5.767 1.803
C 0.974 -6.973 2.187
O 1.796 -6.630 3.323
H -0.157 -5.134 2.627
H -0.778 -6.073 1.366
H 0.779 -5.142 1.147
H 1.540 -7.589 1.488
H 0.194 -7.608 2.607
H 2.626 -6.326 2.949
O 4.303 3.171 3.070
H 3.565 2.596 3.275
H 3.929 3.850 2.509
O 0.115 3.385 7.398
H 0.792 3.092 8.008
H 0.292 2.900 6.592
O 5.939 -0.574 3.266
H 5.684 0.115 3.879
H 5.784 -0.194 2.401
O -2.298 -0.965 0.053
H -1.906 -1.578 -0.569
H -1.627 -0.844 0.725
O 1.738 -2.691 6.595
H 0.815 -2.724 6.343
H 2.065 -1.881 6.202
C -5.564 -0.753 6.031
C -5.381 -1.140 4.568
C -6.524 -1.868 3.926
O -6.270 -2.160 2.543
C -7.324 -2.856 1.879
N -5.114 0.091 3.808
H -6.502 -0.257 6.280
H -4.829 -0.041 6.405
H -5.512 -1.675 6.611
H -4.499 -1.774 4.475
H -7.357 -1.165 3.921
H -6.707 -2.761 4.524
H -7.122 -3.066 0.829
H -8.294 -2.375 1.757
H -7.578 -3.773 2.411
H -5.524 0.898 4.255
H -4.136 0.320 3.912
C 2.213 -5.170 -3.547
C 0.739 -4.815 -3.852
C 0.586 -3.361 -4.260
O 0.908 -2.394 -3.254
C 0.623 -1.103 -3.664
N 0.175 -5.664 -4.839
H 2.721 -4.970 -4.490
H 2.437 -6.200 -3.270
H 2.681 -4.633 -2.722
H 0.247 -4.867 -2.881
H -0.316 -3.082 -4.805
H 1.289 -3.243 -5.084
H -0.371 -0.899 -4.062
H 1.329 -0.727 -4.405
H 0.624 -0.337 -2.888
H 0.258 -6.533 -4.330
H 0.883 -5.915 -5.514
C 6.677 0.674 -1.611
C 5.503 -0.087 -2.296
C 6.070 -1.067 -3.419
O 6.803 -0.461 -4.456
C 7.647 -1.321 -5.257
N 4.761 -0.875 -1.318
H 7.350 1.131 -2.336
H 7.326 -0.013 -1.068
H 6.385 1.416 -0.868
H 4.793 0.651 -2.667
H 5.314 -1.779 -3.751
H 6.852 -1.672 -2.960
H 8.400 -1.749 -4.594
H 8.060 -0.759 -6.094
H 7.010 -2.179 -5.469
H 3.879 -1.230 -1.656
H 4.386 -0.274 -0.598
C 2.275 6.680 -3.299
C 1.797 5.376 -2.694
C 1.975 5.361 -1.147
O 3.301 5.192 -0.757
C 3.792 6.334 -0.188
N 0.368 5.353 -2.875
H 2.129 6.541 -4.370
H 3.301 7.014 -3.146
H 1.696 7.558 -3.011
H 2.292 4.455 -3.004
H 1.482 4.504 -0.689
H 1.527 6.246 -0.694
H 3.215 6.609 0.695
H 3.841 7.231 -0.806
H 4.798 5.965 0.010
H -0.041 4.695 -2.228
H 0.104 4.914 -3.745
C -7.355 2.132 -0.531
C -6.370 2.026 -1.630
C -5.367 3.175 -1.358
O -4.569 2.821 -0.162
C -4.094 4.021 0.482
N -5.851 0.689 -1.626
H -6.901 2.019 0.453
H -8.104 1.343 -0.596
H -7.951 3.044 -0.577
H -6.921 2.301 -2.530
H -5.856 4.143 -1.244
H -4.807 3.322 -2.281
H -4.897 4.325 1.154
H -3.975 4.868 -0.194
H -3.244 3.709 1.089
H -5.030 0.739 -2.212
H -6.453 0.038 -2.109
*
```

Values from the calculation:
HOMO energy   -0.25342 Ha
Kohn-Sham gap   8.938 eV

=====

> The lowest HOMO energy belongs to which entry?

C22H70BNaO22

=====

> Among the records above, which one has the highest Kohn-Sham gap?

C22H70BNaO22